Record 1
Formula: C20H32N3O3S
Source: the OMol25 dataset
Level of theory: ωB97M-V with the def2-TZVPD basis set

Last column: Mulliken charge in e.
Atoms and positions in Å:
C (-4.605351, -1.279486, 2.306337)  -1.5488
C (-5.409496, -2.056732, 1.264538)  0.4818
C (-4.580925, -2.382531, 0.007059)  -0.9072
C (-4.828252, -1.360514, -1.108714)  -0.8708
N (-5.026762, -0.048006, -0.509583)  0.3882
C (-4.784513, 1.044506, -1.429356)  -0.8855
C (-3.298405, 1.350295, -1.538369)  0.5597
O (-2.798595, 1.991645, -2.426320)  -0.6329
N (-2.609516, 0.810686, -0.470919)  0.0459
C (-1.287098, 0.913905, -0.154470)  0.8598
C (-0.403643, 1.727237, -0.886189)  -0.7792
C (0.916152, 1.826665, -0.509434)  -0.6633
C (1.366834, 1.101184, 0.584544)  0.1326
S (3.041340, 1.277547, 1.082768)  1.3747
O (3.615971, 2.523343, 0.724556)  -0.6465
O (3.341576, 0.638212, 2.312697)  -0.6136
N (3.946332, 0.116172, -0.154457)  -0.3195
C (3.479008, -1.268566, -0.023054)  -0.5021
C (4.265224, -2.195052, -0.947012)  -0.9341
C (5.767086, -2.107723, -0.660765)  0.6466
C (6.556060, -2.992990, -1.619234)  -1.6884
C (6.207882, -0.646068, -0.776278)  -0.8417
C (5.384011, 0.240591, 0.148611)  -0.7434
C (0.519517, 0.286239, 1.322602)  -0.5722
C (-0.803261, 0.196019, 0.954378)  -0.5702
C (-6.326148, 0.030057, 0.152436)  -0.9658
C (-6.667749, -1.293309, 0.847674)  -1.0650
H (-4.293754, -0.310609, 1.925154)  0.2697
H (-3.724483, -1.845574, 2.603732)  0.3877
H (-5.212002, -1.114450, 3.193470)  0.3782
H (-5.720622, -2.997177, 1.729249)  0.5080
H (-4.841537, -3.373317, -0.365187)  0.3501
H (-3.520224, -2.400437, 0.265832)  0.3365
H (-3.965234, -1.320875, -1.778261)  0.3753
H (-5.699621, -1.653149, -1.712453)  0.4765
H (-5.186230, 0.876327, -2.439528)  0.3922
H (-5.257502, 1.953794, -1.043332)  0.4098
H (-3.233712, 0.250741, 0.121840)  -0.3419
H (-0.779458, 2.279644, -1.732233)  0.5726
H (1.596804, 2.477684, -1.034036)  0.5195
H (3.778291, 0.459129, -1.102976)  0.5082
H (2.411037, -1.301917, -0.253159)  0.4114
H (3.622832, -1.553829, 1.021940)  0.3784
H (3.915563, -3.216741, -0.801459)  0.4100
H (4.075525, -1.925677, -1.988805)  0.2993
H (5.948984, -2.448800, 0.363134)  0.2101
H (6.246027, -4.029638, -1.523381)  0.4163
H (7.618495, -2.934069, -1.401672)  0.4121
H (6.400105, -2.682163, -2.649404)  0.3807
H (7.259349, -0.550211, -0.507982)  0.4141
H (6.099069, -0.310134, -1.810223)  0.2868
H (5.515896, -0.054807, 1.192002)  0.4400
H (5.659999, 1.292240, 0.050706)  0.4457
H (0.906684, -0.242370, 2.178530)  0.5023
H (-1.482148, -0.418667, 1.524944)  0.4781
H (-6.271848, 0.842464, 0.883303)  0.4894
H (-7.124195, 0.275284, -0.564434)  0.3260
H (-7.246079, -1.926696, 0.173555)  0.3643
H (-7.290097, -1.090234, 1.718863)  0.4536

Cartesian forces (eV/Å) of the 3 atoms listed first:
-0.18 -0.23 -0.04
0.03 0.05 0.06
-0.16 0.03 -0.10

Results
**Charge**: +1
**E_tot**: -1569.2608 a.u.
**2S+1**: 1


Record 2
Formula: C29H54CeN6O4PS2
Source: the OMol25 dataset
Level of theory: ωB97M-V with the def2-TZVPD basis set

Last column: Mulliken charge in e.
Atoms and positions in Å:
Ce (0.981311, 0.226850, 1.156698)  -0.3551
C (-1.962237, -1.525193, 3.499012)  -0.7927
C (-0.537942, -2.079708, 3.597093)  -0.4901
N (0.525479, -1.138766, 3.218549)  0.1514
C (1.010744, -0.264669, 4.294947)  -0.7848
C (0.090215, 0.948716, 4.517121)  -1.1346
N (-0.206787, 1.606915, 3.238606)  0.5309
C (-1.580563, 2.105962, 3.160366)  -0.5175
C (-1.811109, 3.218367, 2.126676)  -1.3129
C (-0.962701, 3.214862, 0.844295)  -0.6919
N (-0.708474, 1.913520, 0.214432)  0.2808
C (-1.827569, 1.301631, -0.504659)  -0.7002
C (-2.668097, 0.413212, 0.421722)  -1.5920
N (-1.794144, -0.467120, 1.197051)  2.4834
C (-2.544074, -1.369867, 2.086829)  -0.5815
H (-2.027264, -0.576100, 4.023126)  0.1706
H (-2.610575, -2.230161, 4.025167)  0.5683
H (-0.459912, -2.947981, 2.937038)  -0.0017
H (-0.375942, -2.429359, 4.627960)  0.4345
H (1.330950, -1.710897, 2.933357)  0.2964
H (2.009944, 0.100127, 4.001934)  0.3040
H (1.100720, -0.816189, 5.245823)  0.5305
H (0.583809, 1.629033, 5.225688)  0.3620
H (-0.838194, 0.617877, 4.990580)  0.4946
H (0.441058, 2.387210, 3.125031)  0.3531
H (-1.909746, 2.509929, 4.131933)  0.5378
H (-2.213972, 1.250045, 2.925928)  0.1562
H (-1.628660, 4.187498, 2.601680)  0.4462
H (-2.869426, 3.192770, 1.860693)  0.3320
H (0.019183, 3.633436, 1.080228)  0.2226
H (-1.456385, 3.906184, 0.140268)  0.4113
H (0.067013, 2.057314, -0.439190)  0.2657
H (-1.411296, 0.665644, -1.294596)  -0.0112
H (-2.471850, 2.060690, -0.975599)  0.4786
H (-3.379560, -0.154031, -0.196459)  0.6001
H (-3.251140, 1.032720, 1.105970)  0.7931
H (-1.321380, -1.071854, 0.514326)  -1.1339
H (-2.621619, -2.366167, 1.637778)  -0.5960
H (-3.561166, -0.979824, 2.211340)  0.6436
C (4.613972, 7.508599, -1.291059)  -1.4407
C (4.245562, 6.131740, -0.832400)  1.0602
C (5.132761, 5.352358, -0.100039)  -0.9560
C (4.764960, 4.091849, 0.336785)  -0.5115
C (3.509371, 3.598164, 0.043082)  -0.2608
C (2.624348, 4.344831, -0.714968)  -0.4196
C (2.993005, 5.606668, -1.143288)  -0.9650
S (3.031654, 2.009244, 0.752227)  2.3325
O (1.841883, 2.366664, 1.574100)  -0.7324
O (4.168368, 1.575510, 1.516992)  -0.7638
N (2.467462, 1.091828, -0.399856)  -0.1972
C (3.371805, -0.011451, -0.680528)  -0.6303
C (3.348592, -1.076221, 0.461696)  0.8132
O (3.838484, -2.168358, 0.227091)  -0.7287
O (2.815157, -0.712447, 1.563730)  -0.6218
H (5.669983, 7.704336, -1.133335)  0.3523
H (4.043297, 8.254630, -0.739453)  0.3087
H (4.387176, 7.627796, -2.348234)  0.3587
H (6.116638, 5.726837, 0.141485)  0.3318
H (5.430841, 3.466905, 0.913950)  0.5498
H (1.660069, 3.925666, -0.969801)  0.3766
H (2.299917, 6.198392, -1.723954)  0.3975
H (4.408084, 0.336347, -0.756381)  0.4073
H (3.102655, -0.484319, -1.627861)  0.2283
S (1.366049, -4.167369, 1.456584)  -0.2967
C (0.937998, -2.837365, 0.718188)  -0.4125
N (0.487812, -1.853463, 0.227868)  0.3642
C (-3.560545, -4.167876, -0.815902)  -1.8260
C (-2.243669, -4.243279, -1.588334)  0.3293
C (-1.248367, -5.115368, -0.832992)  -1.2562
P (-1.626609, -2.475794, -1.873932)  0.7930
C (0.035665, -2.857066, -2.680408)  0.8406
C (0.840284, -1.573694, -2.884735)  -1.3410
C (0.075631, -3.742637, -3.922423)  -2.0029
C (-2.831954, -1.969750, -3.280012)  0.7115
C (-3.411786, -3.062661, -4.176707)  -1.6285
C (-2.212759, -0.875916, -4.148339)  -1.6110
H (-4.079779, -5.125227, -0.846907)  0.4710
H (-4.218043, -3.403155, -1.225663)  0.3670
H (-3.370712, -3.922907, 0.226960)  0.3203
H (-2.432937, -4.705015, -2.561398)  0.4909
H (-0.887443, -4.623150, 0.065959)  -0.0993
H (-0.391562, -5.370714, -1.449612)  0.2920
H (-1.733333, -6.046467, -0.543180)  0.4857
H (0.530696, -3.398699, -1.866210)  0.1615
H (0.506353, -1.006633, -3.749878)  0.2214
H (1.886721, -1.831433, -3.046773)  0.6163
H (0.773909, -0.938386, -1.989540)  -0.0779
H (-0.284926, -3.216725, -4.803793)  0.3214
H (-0.508859, -4.650142, -3.786836)  0.4031
H (1.107326, -4.042027, -4.110427)  0.4553
H (-3.665943, -1.509495, -2.726172)  0.4302
H (-2.621821, -3.657303, -4.626252)  0.2239
H (-3.984465, -2.600066, -4.981976)  0.5018
H (-4.085972, -3.722817, -3.636969)  0.3015
H (-1.450945, -1.293444, -4.801176)  0.2414
H (-1.754622, -0.096929, -3.539854)  0.2083
H (-2.976081, -0.415222, -4.777883)  0.5596

Cartesian forces (eV/Å) of the 3 atoms listed first:
-6.05 -0.38 1.72
0.18 -0.03 -0.27
-0.47 0.13 -0.05

Results
**Charge**: 0
**ΔE to the lowest compared entry with this formula, charge and spin**: 50.9 kcal/mol
**Expectation value of S²**: 0.751
**2S+1**: 2


Record 3
Formula: C17H28B2N2O8P
Source: the OMol25 dataset
Level of theory: ωB97M-V with the def2-TZVPD basis set

Last column: Mulliken charge in e.
Atoms and positions in Å:
C (2.632585, -1.962947, 1.936798)  -0.5997
B (1.343342, -1.277295, 2.455942)  0.8886
O (1.232068, -0.776688, 3.731275)  -0.7260
C (0.212099, -1.268421, 1.358797)  0.7318
C (-1.218373, -1.536411, 1.786800)  -0.2645
O (-1.629852, -2.071649, 2.772155)  -0.7299
N (-2.026924, -1.026917, 0.777065)  0.1065
C (-1.214267, -0.438770, -0.278386)  1.2996
C (-1.870012, 0.798948, -0.997218)  -1.5987
C (-3.385835, 0.941775, -0.839159)  -1.2901
C (-3.878547, 1.968806, 0.193523)  0.9160
C (-3.920793, 1.431220, 1.627743)  -1.6566
C (-3.165955, 3.307969, 0.142639)  -1.7154
B (-0.859230, -1.497492, -1.430475)  0.4795
N (-1.456016, -2.804469, -1.407997)  -0.4250
O (0.038580, -1.174383, -2.438736)  -0.6488
C (-0.000971, 0.013708, 0.550149)  -0.6795
C (1.191189, 0.388198, -0.313250)  -1.6505
O (1.926560, 1.479034, 0.298658)  -0.4400
C (2.763479, 2.060894, -0.625579)  0.3354
C (3.954816, 1.430631, -0.935611)  -0.2279
C (4.790022, 2.000396, -1.885296)  -0.6910
C (4.404002, 3.179551, -2.492518)  -0.2822
C (3.221611, 3.809763, -2.173797)  -0.4964
C (2.378540, 3.241728, -1.226419)  -0.4470
H (3.398963, -2.160012, 2.690101)  0.4692
H (2.250130, -2.861604, 1.463194)  0.1795
H (3.116574, -1.389662, 1.138228)  -0.1104
H (2.038145, -1.024856, 4.189720)  0.3042
H (0.481049, -2.155640, 0.751284)  -0.4401
H (-2.771048, -1.641142, 0.481398)  0.4181
H (-1.679088, 0.674653, -2.060181)  0.5215
H (-1.318592, 1.688065, -0.703782)  0.3336
H (-3.825404, 1.200688, -1.802692)  0.4114
H (-3.823712, -0.012947, -0.563589)  0.3667
H (-4.925198, 2.169773, -0.057232)  0.3984
H (-4.591644, 2.085117, 2.186240)  0.5668
H (-2.941177, 1.388868, 2.086276)  0.2016
H (-4.406547, 0.461292, 1.608757)  0.3454
H (-2.122986, 3.197627, 0.429222)  0.2952
H (-3.590364, 3.993522, 0.874231)  0.5045
H (-3.184805, 3.772012, -0.841525)  0.3442
H (-1.301336, -3.254491, -0.497353)  0.3054
H (-0.932080, -3.406977, -2.034907)  0.2114
H (-0.186063, -1.686619, -3.220184)  0.2655
H (-0.276090, 0.847947, 1.193629)  0.3163
H (1.821904, -0.478235, -0.489129)  0.6160
H (0.826072, 0.761336, -1.268385)  0.7305
H (4.191291, 0.508717, -0.431979)  0.3896
H (5.701606, 1.480850, -2.132693)  0.4028
H (5.040877, 3.614766, -3.252291)  0.3806
H (2.907584, 4.721988, -2.656092)  0.3876
H (1.435743, 3.688600, -0.962778)  0.4337
O (1.288423, -6.261381, -0.382328)  -0.9437
P (0.640474, -5.304306, 0.658309)  0.3418
O (1.685020, -4.910782, 1.754191)  -0.8292
O (-0.604161, -5.971418, 1.308742)  -0.9032
O (0.194309, -3.952912, -0.043481)  -0.4029

Cartesian forces (eV/Å) of the 3 atoms listed first:
0.52 0.86 0.30
0.10 -0.35 -0.64
-0.26 0.15 0.18

Results
**Charge**: -3
**E_tot**: -1767.0984 a.u.
**2S+1**: 1